w | The following is a quantum chemistry calculation of one molecule with the formula C4H4P2, from the Open Molecules 2025 dataset.

- gap between HOMO and LUMO (eV) = 8.35
- HOMO level (eV) = -8.64
- net charge = 0

CARTESIAN COORDINATES (ANGSTROEM)
C 0.31076 1.22099 0.55972
C 0.28451 -1.25280 0.59847
C 0.60637 -0.03615 -0.15088
C -0.96053 0.03269 -0.84458
P -1.29471 1.58054 0.14052
P -1.32296 -1.61210 0.12113
H 1.00289 1.86812 1.01900
H 0.93653 -1.85674 1.37698
H 1.45799 0.04952 -0.82552
H -1.02084 0.00593 -1.99482

x | The following is a quantum chemistry calculation of one molecule with the formula C4H4P2, from the Open Molecules 2025 dataset.

- gap between HOMO and LUMO (eV) = 9.13
- HOMO level (eV) = -9.19
- net charge = 0

CARTESIAN COORDINATES (ANGSTROEM)
C -1.56569 -0.03807 -1.17088
C 0.36182 0.78914 0.53387
C 1.16186 -0.09081 -0.34689
C 0.34207 -0.72123 0.70217
P -0.12706 0.93979 -1.26344
P -3.11904 -0.17002 -1.35826
H -0.68307 -1.26746 0.53118
H 0.60281 1.58759 1.20717
H 2.14020 -0.14199 -0.48529
H 0.88611 -0.88695 1.65036

Quick one: least stable of them? x